Formula: C37H64N4O18
Source: OMol25
Level of theory: ωB97M-V/def2-TZVPD

Energy relative to the best compared isomer or geometry (same formula, charge and spin): 237.2 kJ/mol
Gap between HOMO and LUMO: 10.4189 eV
Lowest unoccupied orbital energy: -0.030 eV
Largest force on an atom: 10.09 eV/A
E_tot: -82214.08928 eV
SMILES: C[C@H]1COC(=O)O1.C[C@H]1COC(=O)O1.C[C@H]1COC(=O)O1.COC(=O)OC.COC(=O)OC.COC(=O)OC.CCCC#N.CCCC#N.CCCC#N.CCCC#N

The geometry in ORCA input format:
```
! RIJCOSX wB97M-V def2-TZVPD def2/J DEFGRID3
* xyz 0 1
C -1.33400 1.42400 28.01100
C -1.10700 0.08700 27.37200
C -1.23900 -1.02600 28.49600
O -2.05000 -1.94300 27.85300
C -2.66100 -1.43800 26.84600
O -3.44900 -2.08200 26.15600
O -2.24900 -0.15900 26.62700
H -1.32300 2.21800 27.23900
H -0.67600 1.68600 28.78100
H -2.33300 1.44600 28.36900
H -0.24700 -0.05300 26.69200
H -1.74900 -0.60700 29.34200
H -0.22500 -1.44000 28.84000
C 0.98700 -5.21400 20.20100
C 1.97300 -4.94700 21.39400
C 1.26300 -4.72400 22.76600
O 1.96100 -5.75700 23.52500
C 2.89700 -6.29300 22.89400
O 3.74300 -7.01700 23.31300
O 2.92200 -5.88800 21.65800
H 0.33000 -4.30300 20.06300
H 0.47600 -6.16300 20.34100
H 1.63100 -5.37200 19.30200
H 2.54900 -4.01400 21.16700
H 0.21400 -4.86900 22.80100
H 1.50300 -3.76600 23.13100
C -1.23300 -8.96800 23.65900
C -0.64700 -9.47700 22.29200
C -0.15000 -8.25200 21.51000
O 1.28200 -8.56200 21.44300
C 1.58200 -9.54900 22.18500
O 2.75400 -9.92200 22.39400
O 0.47100 -10.22300 22.57300
H -1.56700 -9.84900 24.22500
H -1.94200 -8.15700 23.59400
H -0.55000 -8.49300 24.38600
H -1.46200 -10.03200 21.90600
H -0.42000 -7.27400 21.93000
H -0.53000 -8.28600 20.49200
C 1.71200 -4.37500 28.27700
O 1.94500 -5.20300 27.06200
C 2.06400 -6.66700 27.18200
O 1.98900 -7.32500 28.41100
O 2.23200 -7.32200 26.06200
C 2.18800 -8.70100 25.96900
H 0.67400 -4.49000 28.72200
H 1.67000 -3.31400 27.99900
H 2.57200 -4.55400 28.94900
H 1.25700 -9.05200 26.40200
H 3.03400 -9.38000 26.21300
H 2.06600 -8.80900 24.88100
C 4.83800 -2.20900 28.53900
O 4.66000 -0.86600 28.82800
C 3.45600 -0.32300 28.99500
O 2.36900 -1.12800 28.82200
O 3.45900 1.01900 29.33500
C 2.41900 1.89800 29.26300
H 4.53300 -2.90700 29.31000
H 5.85800 -2.32800 28.30300
H 4.27100 -2.61200 27.71600
H 1.79600 1.66900 28.39200
H 2.73700 2.90300 29.27400
H 1.77100 1.84000 30.06900
C 1.95100 -2.28000 25.13400
O 3.13600 -2.96800 24.84700
C 4.24500 -2.37700 24.99700
O 4.44100 -1.05400 25.27400
O 5.28900 -3.13200 24.95300
C 6.60700 -2.60800 25.11600
H 1.75900 -1.45300 24.52000
H 2.06700 -1.86200 26.07100
H 1.10600 -2.95100 25.33200
H 6.73000 -2.01800 26.04300
H 6.65400 -1.95100 24.24300
H 7.37200 -3.37700 25.04700
C 4.72200 -11.51900 25.12000
C 3.74400 -12.47300 24.38900
C 3.96500 -13.92500 24.99700
C 5.28500 -14.37500 24.66400
N 6.36300 -14.71400 24.34100
H 5.75100 -11.63900 25.50500
H 4.14200 -11.04000 26.01300
H 4.78000 -10.67000 24.51400
H 4.04400 -12.49900 23.31200
H 2.73300 -12.14000 24.53900
H 3.30500 -14.57900 24.46300
H 3.77100 -13.86800 26.03800
C -0.79200 -13.88000 25.71200
C -0.31500 -12.79300 24.80300
C 0.06500 -11.60700 25.64800
C 1.03100 -11.88500 26.63800
N 1.79800 -11.98900 27.47900
H -1.69900 -13.67300 26.23600
H 0.00600 -14.25500 26.33700
H -1.06000 -14.67500 25.03400
H -1.01800 -12.39200 24.05500
H 0.49900 -13.11500 24.19800
H -0.75900 -11.16400 26.14100
H 0.67800 -10.88500 25.13200
C 5.70600 -5.54600 27.47200
C 5.38500 -6.12800 26.07200
C 5.31900 -7.58800 26.02500
C 6.58000 -8.31700 25.89300
N 7.54400 -8.89100 25.74800
H 6.63600 -6.05500 27.83700
H 4.85300 -5.53300 28.14200
H 5.81700 -4.51100 27.27200
H 6.13800 -5.70000 25.38300
H 4.43200 -5.73800 25.75600
H 4.74000 -8.02100 25.21000
H 4.80600 -8.01200 26.89200
C -2.37300 -5.14700 24.75100
C -1.05400 -5.59700 25.43300
C -1.30700 -6.29300 26.80300
C -1.69400 -7.67300 26.75600
N -1.92200 -8.79200 26.81100
H -2.95300 -4.46900 25.38200
H -2.86400 -5.98200 24.27700
H -2.03900 -4.53100 23.94200
H -0.57000 -4.61800 25.55900
H -0.35600 -6.12300 24.79600
H -2.11600 -5.72700 27.35400
H -0.51800 -6.16700 27.37500
*
```

Löwdin population analysis, charges in e, atoms 1 to 4:
1. C -0.023
2. C -0.316
3. C -0.074
4. O 0.090